(1)
This record from the OMol25 dataset describes 5 unconnected molecules or ions with the total composition C2H15NO4 in a non-equilibrium geometry. The level of theory is ωB97M-V/def2-TZVPD.

Summary:
M ... 117.1 g mol⁻¹
Orbital gap (alpha / beta) ... 0.11477 / 0.35882 Ha
E_HOMO (alpha / beta) ... 0.6785 / -6.1934 eV

ORCA input file:
```
! RIJCOSX wB97M-V def2-TZVPD def2/J DEFGRID3
* xyz -1 2
C 1.99 2.07 0.90
N 0.65 1.57 1.32
C -0.34 2.52 0.95
H 2.15 2.79 1.72
H 2.04 2.55 -0.10
H 2.72 1.26 0.82
H 0.69 0.68 0.84
H -1.36 2.10 1.03
H -0.35 3.45 1.51
H -0.25 2.79 -0.09
H -0.59 -0.75 2.82
H -0.62 0.15 1.50
O -0.88 -0.70 1.90
H -0.76 -1.15 -0.20
H -2.22 -1.43 -0.61
O -1.30 -1.47 -0.96
H -1.52 -2.30 -3.98
H -1.02 -1.73 -2.69
O -0.85 -1.69 -3.66
H -0.04 -3.39 -0.61
H 1.06 -3.48 -1.64
O 0.81 -3.85 -0.78
*
```

(2)
This record from the OMol25 dataset describes 2 unconnected molecules or ions with the total composition C19H28N3O in a non-equilibrium geometry. The level of theory is ωB97M-V/def2-TZVPD.

Summary:
M ... 314.5 g mol⁻¹
Orbital gap ... 0.21392 Ha
E_HOMO ... -10.4373 eV

ORCA input file:
```
! RIJCOSX wB97M-V def2-TZVPD def2/J DEFGRID3
* xyz 1 1
C 5.84 2.03 1.70
N 4.51 2.58 1.52
C 4.44 4.03 1.48
C 3.41 1.79 1.35
C 3.35 0.52 1.98
C 2.23 -0.27 1.85
C 1.24 0.04 0.88
C 0.18 -0.89 0.64
C -0.48 -1.08 -0.61
C -1.81 -1.59 -0.68
C -2.47 -1.71 -1.88
C -1.76 -1.53 -3.09
N -2.41 -1.64 -4.29
C -3.73 -1.08 -4.47
C -1.79 -2.19 -5.48
C -0.39 -1.18 -3.05
C 0.19 -0.83 -1.85
C 1.32 1.31 0.22
C 2.33 2.20 0.53
H 5.79 0.97 1.95
H 6.45 2.14 0.79
H 6.34 2.58 2.51
H 3.48 4.38 1.88
H 5.25 4.41 2.11
H 4.55 4.43 0.46
H 4.19 0.19 2.59
H 2.15 -1.19 2.42
H -0.02 -1.64 1.42
H -2.32 -1.87 0.24
H -3.52 -2.01 -1.92
H -4.19 -0.89 -3.50
H -3.69 -0.13 -5.02
H -4.34 -1.79 -5.05
H -1.08 -2.99 -5.22
H -2.58 -2.61 -6.11
H -1.25 -1.43 -6.06
H 0.18 -1.13 -3.98
H 1.20 -0.42 -1.83
H 0.58 1.57 -0.53
H 2.38 3.19 0.07
O -3.63 0.41 4.34
C -3.68 -0.93 3.90
C -2.95 -1.06 2.58
N -2.02 -0.01 2.44
H -4.16 0.50 5.15
H -3.16 -1.55 4.64
H -4.73 -1.22 3.78
H -2.45 -2.03 2.54
H -3.67 -1.04 1.75
H -1.99 0.69 3.16
H -1.32 0.00 1.72
*
```

(3)
This record from the OMol25 dataset describes 6 unconnected molecules or ions with the total composition CH12O6 in a non-equilibrium geometry. The level of theory is ωB97M-V/def2-TZVPD.

Summary:
Structure (SMILES) ... C=O.O.O.O.O.O
M ... 120.1 g mol⁻¹
Orbital gap ... 0.41211 Ha
E_HOMO ... -11.1413 eV

ORCA input file:
```
! RIJCOSX wB97M-V def2-TZVPD def2/J DEFGRID3
* xyz 0 1
O 0.42 0.60 1.82
C 0.42 -0.43 2.44
H -0.54 -0.94 2.64
H 1.29 -1.00 2.81
H 0.86 -0.85 -0.09
H 0.93 0.17 -1.23
O 1.28 -0.66 -0.92
H -1.70 0.06 -2.09
H -2.39 -1.15 -2.87
O -2.39 -0.19 -2.74
H -1.66 2.28 -0.95
H -0.83 1.44 0.03
O -1.11 1.51 -0.87
H -0.41 -1.76 -1.24
H -1.81 -2.12 -0.90
O -0.92 -2.28 -0.57
H 3.56 2.15 1.43
H 2.15 1.43 1.36
O 2.88 1.71 1.94
*
```

What E values result from the calculations? In sequence: -440.83572, -979.99539, -496.69898 hartree.